Entry 1:
50
Properties=species:S:1:pos:R:3 method="wB97M-V/def2-TZVPD" multiplicity=1 relative_energy_kcal_mol=52.3 molar_mass_g_mol=388.39 homo_lumo_gap_ev=8.87 smiles="CC(C)CN(NC(=O)c1ccc(C2CC2)c(O[C@@H](C)C(F)(F)F)n1)C(N)=O"
O 0.078 -3.315 0.398
O -0.533 -3.650 -4.460
F 1.880 1.596 0.433
F 1.896 3.725 0.210
F 1.049 2.591 -1.550
N -0.693 0.087 0.813
O -0.686 2.284 1.484
C -0.345 -2.208 0.043
C -0.809 -3.063 -3.335
C -0.753 0.972 1.788
C -0.635 -1.203 1.139
C -0.638 -1.639 2.569
C -0.819 -0.676 3.565
C -0.960 0.624 3.151
N -2.092 -2.799 -3.087
N -0.240 -1.790 -1.307
N 0.144 -2.550 -2.473
C -0.899 4.200 -0.030
C 2.125 -1.115 -4.134
C 2.548 -0.801 -1.765
C 1.209 2.604 -0.142
C 1.521 -3.044 -2.579
C -1.858 1.823 5.446
C -2.230 2.519 4.158
C -0.351 2.754 0.175
C -0.922 1.736 4.168
C 2.476 -1.845 -2.828
H -0.746 -2.682 2.840
H -0.662 -0.981 4.594
H -2.244 -2.334 -2.211
H -2.764 -3.533 -3.434
H -0.642 -0.815 -1.365
H -0.468 4.643 -0.938
H -1.993 4.152 -0.041
H -0.575 4.856 0.860
H 2.667 -0.190 -4.200
H 1.029 -0.991 -4.192
H 2.378 -1.767 -4.970
H 2.692 -1.331 -0.786
H 3.454 -0.186 -1.758
H 1.735 -0.120 -1.708
H 1.810 -3.514 -1.648
H 1.686 -3.820 -3.341
H -1.724 2.382 6.367
H -2.375 0.849 5.485
H -2.108 3.610 4.195
H -3.151 2.033 3.578
H -1.022 2.148 -0.443
H 0.048 2.165 4.246
H 3.514 -2.389 -2.981



Entry 2:
14
Properties=species:S:1:pos:R:3 method="wB97M-V/def2-TZVPD" multiplicity=1 relative_energy_kcal_mol=119.9 molar_mass_g_mol=97.12 homo_lumo_gap_ev=9.36
C 2.244 0.345 0.125
N 1.060 0.498 -0.700
C -0.114 0.833 -0.185
N -1.168 1.087 -0.830
N -2.295 0.591 -1.072
C -2.002 -1.484 0.864
C -0.908 -1.442 1.364
H 2.016 0.754 1.111
H 2.520 -0.711 0.231
H 3.093 0.891 -0.300
H 1.133 0.200 -1.667
H -2.868 1.346 -1.471
H -2.952 -1.461 0.377
H 0.049 -1.435 1.837



Entry 3:
14
Properties=species:S:1:pos:R:3 method="wB97M-V/def2-TZVPD" multiplicity=1 relative_energy_kcal_mol=104.3 molar_mass_g_mol=106.13 homo_lumo_gap_ev=9.38 smiles="C#C[C@@H]1C=CNC=N1"
C 2.032 -0.020 -2.125
C 1.743 0.332 -0.843
C 0.880 0.844 0.237
C 0.469 -0.229 1.232
C -0.708 -0.911 1.205
C -1.418 0.394 -0.625
H 2.542 -0.354 -3.024
H 1.198 1.755 0.727
H 1.069 -0.513 2.251
H -0.899 -1.566 2.099
H -2.559 -1.110 0.425
H -2.289 0.957 -1.168
N -1.697 -0.720 0.128
N -0.364 1.140 -0.520



Entry 4:
63
Properties=species:S:1:pos:R:3 method="wB97M-V/def2-TZVPD" total_charge=+1 multiplicity=1 relative_energy_kcal_mol=9.2 molar_mass_g_mol=409.49 homo_lumo_gap_ev="7.79 / 7.79"
O -3.821 -5.515 -0.691
C -3.356 -6.704 0.053
C -4.334 -7.671 -0.562
H -3.496 -6.564 1.138
H -2.305 -6.982 -0.164
C -4.740 -6.414 -1.384
H -5.083 -8.020 0.142
H -3.862 -8.465 -1.140
C -6.186 -6.018 -1.181
H -6.424 -5.877 -0.119
H -6.837 -6.782 -1.628
H -6.367 -5.067 -1.684
C -4.364 -6.547 -2.843
H -3.304 -6.815 -2.941
H -4.510 -5.579 -3.331
H -4.993 -7.308 -3.329
Ti -0.387 -0.466 -0.105
C 1.401 0.273 -1.349
C 1.925 -0.282 -0.144
C 1.636 -1.693 -0.144
H 2.557 0.238 0.574
C 0.936 -2.004 -1.349
C 0.758 -0.783 -2.089
H 0.274 -0.693 -3.057
H 1.570 1.294 -1.676
H 1.986 -2.398 0.609
H 0.706 -3.004 -1.702
C -0.835 1.785 -0.254
C -1.259 1.170 -1.484
C -2.316 0.251 -1.185
H -0.904 1.439 -2.476
C -2.566 0.308 0.229
C -1.668 1.274 0.799
H -1.713 1.662 1.809
H -0.077 2.551 -0.127
H -2.884 -0.330 -1.909
H -3.350 -0.207 0.783
O -1.303 -2.277 0.707
C -1.912 -2.823 -0.537
C -1.429 -4.243 -0.564
H -1.644 -2.249 -1.443
H -3.001 -2.769 -0.393
C -1.618 -4.577 0.928
H -0.365 -4.308 -0.837
H -2.032 -4.842 -1.241
C -0.927 -3.424 1.597
H -1.274 -5.570 1.226
H -2.693 -4.512 1.146
H 0.161 -3.548 1.547
H -1.242 -3.207 2.625
C 1.154 1.722 2.697
Si 0.411 -0.007 2.513
C 1.725 -1.215 3.135
C -1.033 -0.182 3.710
H 2.028 1.858 2.047
H 1.469 1.880 3.740
H 0.417 2.493 2.445
H 1.792 -1.152 4.231
H 1.480 -2.249 2.869
H 2.707 -0.961 2.719
H -0.626 -0.388 4.710
H -1.631 0.736 3.766
H -1.689 -1.011 3.416



Entry 5:
12
Properties=species:S:1:pos:R:3 method="wB97M-V/def2-TZVPD" multiplicity=1 relative_energy_kcal_mol=78.1 molar_mass_g_mol=73.09 homo_lumo_gap_ev=10.01 smiles="CN(C)C=O"
C -0.622 0.761 0.980
C -0.333 -0.509 -1.203
C 1.273 -0.371 0.443
H -0.209 1.633 0.933
H -1.805 0.902 0.663
H -0.473 0.272 1.932
H 0.392 -0.382 -2.087
H -0.557 -1.681 -1.061
H -1.262 0.212 -1.587
H 1.684 0.287 1.333
N -0.034 -0.087 0.105
O 1.946 -1.036 -0.450



Entry 6:
23
Properties=species:S:1:pos:R:3 method="wB97M-V/def2-TZVPD" multiplicity=1 relative_energy_kcal_mol=170.6 molar_mass_g_mol=121.18 homo_lumo_gap_ev=3.23
C -0.124 1.906 0.300
C 0.615 0.864 1.099
C 1.658 0.023 0.413
C 1.714 -1.325 0.854
C -0.016 -1.117 -2.327
N 2.344 0.507 -0.569
H 0.501 2.766 0.042
H -0.457 1.485 -0.658
H -1.028 2.335 0.710
H -0.055 0.197 1.645
H 1.182 1.340 1.918
H 2.598 -1.876 0.535
H 1.059 -1.806 1.566
H -1.085 -1.113 -2.512
H 0.147 -0.999 -1.263
H 0.398 -2.062 -2.679
H 0.440 -0.256 -2.816
H 3.049 -0.158 -0.910
H -3.062 0.317 -1.387
O -2.287 0.296 -0.813
H -2.599 -0.471 0.554
H -3.051 -1.277 1.871
O -2.315 -0.796 1.471



Entry 7:
31
Properties=species:S:1:pos:R:3 method="wB97M-V/def2-TZVPD" total_charge=+2 multiplicity=6 relative_energy_kcal_mol=0.0 molar_mass_g_mol=343.21 homo_lumo_gap_ev="3.62 / 3.31"
Ca 13.583 -2.414 8.398
Mn 17.267 -2.309 7.554
O 15.358 -2.530 6.991
H 15.281 -2.346 6.043
N 16.140 -0.446 9.672
O 16.332 0.427 10.434
O 14.961 -0.872 9.418
O 17.150 -0.984 9.062
C 14.591 4.694 12.806
C 15.418 4.141 11.686
C 15.130 4.753 10.299
O 16.424 5.021 9.752
C 17.365 4.880 10.715
O 18.510 5.097 10.548
O 16.799 4.473 11.875
H 15.100 4.480 13.753
H 13.613 4.228 12.919
H 14.481 5.776 12.762
H 15.351 3.050 11.686
H 14.592 5.695 10.398
H 14.609 4.070 9.630
N 13.244 1.058 11.388
C 12.338 2.078 11.486
C 11.459 1.770 12.490
C 11.859 0.514 13.026
C 12.972 0.098 12.350
H 14.100 1.067 10.866
H 12.430 2.939 10.845
H 10.623 2.356 12.829
H 11.380 -0.009 13.838
H 13.615 -0.757 12.474



Entry 8:
17
Properties=species:S:1:pos:R:3 method="wB97M-V/def2-TZVPD" multiplicity=1 relative_energy_kcal_mol=51.0 molar_mass_g_mol=89.14 homo_lumo_gap_ev=9.53 smiles="C=CO.CNC"
C -1.979 0.051 -0.342
N -1.709 -0.101 1.059
C -0.897 -1.293 1.336
H -1.048 0.228 -0.885
H -2.448 -0.829 -0.807
H -2.646 0.895 -0.529
H -2.554 -0.099 1.610
H -1.384 -2.142 0.824
H -0.849 -1.454 2.405
H 0.053 -1.138 0.839
C 1.821 1.616 -1.090
C 2.477 0.465 -1.060
O 2.259 -0.488 -0.078
H 2.003 2.302 -1.911
H 1.010 1.809 -0.406
H 3.326 0.280 -1.713
H 2.566 -0.103 0.749



Entry 9:
15
Properties=species:S:1:pos:R:3 method="wB97M-V/def2-TZVPD" multiplicity=1 relative_energy_kcal_mol=31.4 molar_mass_g_mol=91.11 homo_lumo_gap_ev=9.55 smiles="CC(=O)O.CN"
C 0.577 1.119 0.568
C -0.540 0.635 1.463
O -0.157 -0.484 2.140
O -1.694 0.930 1.327
H 1.153 1.795 1.205
H 0.213 1.478 -0.377
H 1.344 0.352 0.442
C 0.679 -0.569 -3.058
N 0.755 -1.481 -1.929
H 0.176 -1.382 -1.109
H -0.834 -0.695 2.800
H 1.672 -1.689 -1.570
H -0.007 -1.045 -3.749
H 1.633 -0.273 -3.468
H 0.114 0.348 -2.845



Entry 10:
152
Properties=species:S:1:pos:R:3 method="wB97M-V/def2-TZVPD" multiplicity=1 molar_mass_g_mol=1112.75 homo_lumo_gap_ev=8.13
C -2.854 -2.302 2.158
C -2.596 -3.761 2.544
O -1.397 -4.261 2.000
C -1.568 -4.805 0.711
C -0.279 -5.435 0.249
O 0.771 -4.487 0.207
C 0.897 -3.843 -1.052
Si 1.724 -2.171 -0.712
C 2.911 -1.748 -2.061
C 2.171 -1.802 -3.433
C 2.149 -0.457 -4.166
C 3.229 -0.359 -5.260
C 3.670 1.087 -5.487
C 4.834 1.522 -4.590
C 4.422 2.097 -3.244
O 3.356 3.005 -3.409
C 2.910 3.499 -2.174
O 2.339 -2.079 0.820
Si 3.872 -2.602 1.177
C 3.994 -2.760 3.056
C 2.740 -3.346 3.707
C 1.568 -2.381 3.793
O 2.303 -4.528 3.026
P 4.361 -4.646 0.303
S 5.739 -4.606 -1.115
C 5.191 -1.405 0.642
C 6.547 -1.920 1.210
C 4.833 -0.041 1.265
C 5.515 1.111 0.519
P 0.107 -0.556 -0.705
N 0.537 0.756 -1.446
O -1.268 -1.186 -1.282
O -0.274 -0.344 0.845
H -2.371 -2.084 1.208
H -3.920 -2.099 2.064
H -2.464 -1.622 2.911
H -3.453 -4.374 2.245
H -2.519 -3.846 3.627
H -1.863 -4.017 0.008
H -2.346 -5.577 0.741
H -0.456 -5.846 -0.749
H 0.025 -6.234 0.923
H 1.524 -4.419 -1.745
H -0.078 -3.715 -1.514
H 3.742 -2.457 -2.093
H 3.327 -0.750 -1.927
H 1.131 -2.117 -3.280
H 2.624 -2.568 -4.058
H 2.313 0.350 -3.459
H 1.175 -0.286 -4.623
H 4.085 -0.954 -4.932
H 2.870 -0.791 -6.194
H 3.980 1.239 -6.522
H 2.820 1.752 -5.338
H 5.468 0.656 -4.394
H 5.457 2.260 -5.094
H 5.277 2.630 -2.808
H 4.140 1.313 -2.533
H 3.682 4.096 -1.675
H 2.038 4.121 -2.351
H 2.613 2.682 -1.509
H 4.847 -3.383 3.332
H 4.187 -1.765 3.462
H 3.005 -3.655 4.725
H 1.911 -1.350 3.751
H 0.990 -2.537 4.701
H 0.896 -2.564 2.957
H 3.064 -5.101 2.929
H 3.200 -5.334 -0.087
H 4.825 -5.409 1.396
H 5.326 -1.334 -0.435
H 7.290 -2.038 0.427
H 6.943 -1.215 1.941
H 6.472 -2.879 1.724
H 3.752 0.121 1.269
H 5.161 -0.032 2.301
H 6.470 0.792 0.104
H 5.642 1.985 1.154
H 4.896 1.415 -0.327
H 0.525 1.557 -0.823
H -1.091 -1.701 -2.084
H -0.502 0.578 0.993
C -3.830 0.645 -2.615
S -4.649 -0.950 -2.589
O -4.856 -1.356 -4.017
C -6.208 -0.332 -1.977
H -2.828 0.503 -3.014
H -4.397 1.328 -3.249
H -3.768 1.026 -1.597
H -6.583 0.429 -2.662
H -6.056 0.099 -0.987
H -6.906 -1.167 -1.924
C -6.450 3.366 2.488
S -7.068 2.607 0.989
O -6.046 1.611 0.550
C -6.870 4.027 -0.082
H -6.456 2.612 3.272
H -5.433 3.720 2.320
H -7.108 4.183 2.776
H -5.825 4.340 -0.078
H -7.513 4.835 0.268
H -7.157 3.713 -1.089
C -8.514 3.788 -5.337
S -8.600 2.986 -3.733
O -7.243 3.099 -3.128
C -8.754 1.311 -4.358
H -8.369 4.852 -5.167
H -7.672 3.384 -5.899
H -9.449 3.625 -5.873
H -7.895 1.076 -4.987
H -9.682 1.221 -4.922
H -8.779 0.640 -3.503
C -2.676 -2.938 -5.586
S -2.545 -3.948 -4.115
O -1.158 -3.764 -3.585
C -2.576 -5.536 -4.953
H -2.629 -1.898 -5.274
H -1.852 -3.173 -6.260
H -3.639 -3.123 -6.059
H -1.753 -5.591 -5.667
H -3.534 -5.651 -5.460
H -2.464 -6.313 -4.200
C 6.196 2.716 5.583
S 5.617 1.023 5.687
O 5.707 0.476 4.305
C 3.891 1.430 5.971
H 7.258 2.680 5.354
H 5.667 3.242 4.790
H 6.046 3.217 6.540
H 3.525 2.046 5.150
H 3.796 1.957 6.921
H 3.333 0.496 6.012
C 8.005 5.994 1.609
S 7.558 4.656 2.719
O 6.322 5.087 3.427
C 8.934 4.910 3.850
H 7.243 6.048 0.834
H 8.036 6.931 2.164
H 8.973 5.780 1.157
H 8.898 5.926 4.243
H 9.870 4.735 3.321
H 8.839 4.197 4.665
C -10.822 2.422 5.223
S -9.752 3.832 5.521
O -8.893 3.977 4.316
C -8.744 3.045 6.782
H -11.507 2.691 4.422
H -10.219 1.565 4.921
H -11.386 2.197 6.128
H -8.287 2.145 6.372
H -9.366 2.804 7.643
H -7.971 3.752 7.075



Entry 11:
80
Properties=species:S:1:pos:R:3 method="wB97M-V/def2-TZVPD" total_charge=+1 multiplicity=5 relative_energy_kcal_mol=20.1 molar_mass_g_mol=655.75 homo_lumo_gap_ev="5.03 / 6.40"
C 1.440 -1.806 0.448
C 1.951 -1.133 -0.711
C 0.998 -1.328 -1.797
C -0.094 -2.083 -1.293
C 0.137 -2.330 0.121
Pt 0.000 0.000 0.000
C -1.925 1.740 -1.778
C -1.863 1.187 -0.337
H -1.994 1.971 0.423
C -2.199 -0.159 0.077
H -2.610 -0.859 -0.663
H -2.621 -0.304 1.080
C -2.827 2.997 -1.822
H -2.394 3.806 -1.209
H -2.950 3.374 -2.853
H -3.826 2.754 -1.419
C -2.473 0.686 -2.761
H -1.832 -0.211 -2.763
H -3.493 0.384 -2.468
H -2.512 1.078 -3.791
C 3.340 -0.572 -0.859
H 3.602 0.100 -0.025
H 4.088 -1.390 -0.876
H 3.447 -0.008 -1.798
C 1.212 -0.888 -3.218
H 1.765 0.064 -3.267
H 1.797 -1.644 -3.776
H 0.256 -0.744 -3.746
C -1.211 -2.695 -2.087
H -1.339 -2.205 -3.065
H -0.986 -3.762 -2.277
H -2.176 -2.659 -1.554
C -0.726 -3.186 1.007
H -1.770 -3.198 0.655
H -0.363 -4.233 1.026
H -0.726 -2.810 2.042
C 2.152 -1.972 1.760
H 1.443 -2.120 2.591
H 2.822 -2.852 1.721
H 2.764 -1.089 2.000
C 0.568 2.007 -1.267
C -0.492 2.121 -2.203
C 1.884 2.393 -1.598
C -0.168 2.546 -3.505
H 0.309 1.978 -0.160
C 2.177 2.830 -2.892
H 2.663 2.347 -0.830
C 1.146 2.896 -3.846
H -0.954 2.618 -4.264
H 3.197 3.125 -3.160
H 1.367 3.237 -4.863
C 1.741 2.199 2.082
N 0.376 2.344 2.604
C 0.319 3.366 3.660
P -0.324 0.762 3.167
O -0.376 -0.285 1.983
N 0.543 0.034 4.618
C 0.220 -1.384 4.858
C 1.980 0.296 4.744
N -2.025 1.078 3.785
C -2.847 1.956 2.945
C -2.748 -0.148 4.140
H 2.496 2.106 2.882
H 2.003 3.103 1.494
H 1.817 1.316 1.416
H 0.652 4.346 3.257
H -0.715 3.496 4.033
H 0.956 3.107 4.526
H -0.541 -1.773 4.154
H 1.111 -2.044 4.778
H -0.168 -1.494 5.891
H 2.533 -0.055 3.861
H 2.167 1.365 4.923
H 2.386 -0.219 5.642
H -3.342 1.412 2.124
H -3.661 2.386 3.566
H -2.263 2.807 2.547
H -2.758 -0.871 3.298
H -2.295 -0.614 5.034
H -3.799 0.081 4.424



Entry 12:
8
Properties=species:S:1:pos:R:3 method="wB97M-V/def2-TZVPD" total_charge=-1 multiplicity=1 relative_energy_kcal_mol=0.0 molar_mass_g_mol=75.04 homo_lumo_gap_ev=8.69 smiles="O=C([O-])CO"
C -0.648 0.654 0.415
C 0.016 -0.646 -0.282
O 0.072 1.651 0.310
O -1.707 0.510 1.020
O 1.441 -0.314 -0.400
H -0.439 -1.136 -1.173
H -0.109 -1.417 0.491
H 1.373 0.697 -0.380